[1]
Here is 5 unconnected molecules or ions with the total composition C40H84F10N3O19P4 at a distorted geometry from the OMol25 dataset. Energies are from ωB97M-V/def2-TZVPD.

Structure (XYZ):
```
160
Properties=species:S:1:pos:R:3:lowdin_charge:R:1
O -5.89751 0.03604 -1.28526 -0.059
C -5.53648 -1.01817 -0.40051 -0.215
C -5.64118 -2.37179 -1.07674 -0.168
O -5.08619 -3.35917 -0.20440 -0.070
C -4.11995 -4.13414 -0.80315 -0.236
O -2.91715 -3.42077 -1.07772 -0.068
C -1.90534 -3.63892 -0.14849 -0.154
N -0.62137 -3.85343 -0.84458 0.191
C 0.05640 -2.88672 -1.38526 -0.307
N 1.26704 -3.18100 -1.99665 0.100
C 2.26391 -2.09786 -1.87329 -0.083
C 1.67842 -0.66412 -2.10271 -0.249
C 2.22879 0.23889 -0.98445 -0.130
C 1.55135 1.59552 -0.88200 -0.222
F 2.32042 2.47112 -0.15420 -0.024
C 0.16313 -0.67249 -2.26226 -0.249
C -0.14347 -1.06578 -3.73152 -0.101
C -1.54711 -1.63519 -3.96806 -0.050
C -2.67778 -0.61114 -3.79452 -0.400
F -3.34246 -0.79389 -2.63454 0.133
F -2.09635 0.62511 -3.68006 0.103
C -3.65201 -0.48804 -4.99854 -0.349
F -2.99848 -0.54086 -6.16925 0.169
F -4.18442 0.75645 -4.93192 0.154
C -4.86905 -1.44992 -5.00590 -0.354
F -5.70366 -1.25266 -3.98283 0.170
F -5.55634 -1.17155 -6.13367 0.170
C -4.53084 -2.96171 -5.08866 -0.526
F -3.80978 -3.26106 -6.16658 0.196
F -5.69730 -3.61235 -5.21135 0.184
F -3.94274 -3.42333 -3.97636 0.166
N -0.44658 -1.60699 -1.28896 0.150
H -5.17016 0.65673 -1.30076 0.081
H -4.50858 -0.85330 -0.06415 0.119
H -6.18591 -0.99422 0.47686 0.127
H -6.69545 -2.56193 -1.29296 0.142
H -5.11040 -2.40389 -2.02736 0.083
H -4.49075 -4.49575 -1.76723 0.134
H -3.97706 -5.01024 -0.16950 0.142
H -2.05490 -4.51256 0.48307 0.144
H -1.80182 -2.75417 0.47881 0.140
H -0.28176 -4.80384 -0.86571 0.178
H 1.15857 -3.51649 -2.94543 0.149
H 3.10232 -2.20723 -2.55391 0.125
H 2.68238 -2.11504 -0.86820 0.121
H 2.09824 -0.30404 -3.04365 0.146
H 3.27796 0.43520 -1.22757 0.135
H 2.24768 -0.23337 0.00116 0.118
H 1.28586 2.03744 -1.84485 0.129
H 0.61153 1.47082 -0.32844 0.118
H -0.30308 0.29693 -2.11654 0.138
H 0.56500 -1.84653 -4.00529 0.112
H 0.04587 -0.19846 -4.35724 0.138
H -1.56058 -2.02364 -4.98590 0.129
H -1.73294 -2.45834 -3.27900 0.105
H -0.14757 -1.26935 -0.36931 0.169
O -10.73189 4.28045 -4.17021 -0.216
P -10.28395 3.58064 -2.94032 0.539
O -10.36347 1.99306 -3.28161 -0.194
C -9.42322 1.43142 -4.19868 -0.274
C -8.03024 1.31344 -3.60328 -0.081
O -11.59784 3.72283 -1.97552 -0.215
C -12.62086 4.67959 -2.25697 -0.301
C -13.76031 4.04861 -3.03133 -0.073
O -9.31780 3.39165 -1.62328 -0.197
C -8.59950 4.54816 -1.13779 -0.267
C -9.52100 5.62526 -0.59668 -0.076
H -9.40391 2.02559 -5.11736 0.113
H -9.79672 0.44012 -4.45380 0.119
H -7.59146 2.30016 -3.43211 0.071
H -7.37110 0.76117 -4.27481 0.061
H -8.06189 0.80383 -2.64189 0.072
H -12.21292 5.53924 -2.78869 0.100
H -12.98820 5.04506 -1.29566 0.116
H -13.39723 3.48815 -3.89196 0.076
H -14.46003 4.81033 -3.37818 0.078
H -14.30265 3.34407 -2.39882 0.076
H -7.96978 4.94586 -1.93811 0.114
H -7.94151 4.19095 -0.34653 0.116
H -10.10446 6.08698 -1.39711 0.072
H -8.94212 6.41079 -0.11002 0.082
H -10.22637 5.20606 0.11919 0.087
O 6.74022 0.82836 -2.30768 -0.231
P 7.61666 1.15252 -3.46405 0.541
O 6.63959 1.81765 -4.58007 -0.201
C 6.10986 3.12674 -4.34743 -0.282
C 7.15934 4.21311 -4.50078 -0.079
O 7.83492 -0.32893 -4.13558 -0.211
C 7.55384 -1.51270 -3.39690 -0.301
C 6.15536 -2.00852 -3.69732 -0.082
O 9.00205 1.68890 -4.15003 -0.191
C 10.20452 1.71433 -3.34036 -0.254
C 10.66928 0.32719 -2.94077 -0.075
H 5.65150 3.16900 -3.35428 0.109
H 5.32031 3.27436 -5.08373 0.116
H 7.91123 4.14991 -3.71084 0.067
H 6.69851 5.20001 -4.45069 0.080
H 7.67976 4.11286 -5.45243 0.085
H 7.68949 -1.34883 -2.32791 0.102
H 8.28576 -2.26463 -3.69812 0.120
H 5.41895 -1.20774 -3.60921 0.061
H 5.88176 -2.81748 -3.01523 0.073
H 6.09275 -2.38191 -4.72093 0.078
H 10.03244 2.33355 -2.45713 0.116
H 10.96843 2.20333 -3.94186 0.121
H 9.97479 -0.13596 -2.23426 0.070
H 11.64704 0.37869 -2.46209 0.084
H 10.73181 -0.32514 -3.81054 0.087
O 5.22127 -2.66282 2.08858 -0.237
P 5.57945 -3.42325 3.31658 0.548
O 5.50080 -4.98979 2.88538 -0.203
C 6.49974 -5.52061 2.00937 -0.282
C 7.84237 -5.69399 2.69717 -0.080
O 4.20090 -3.29876 4.19621 -0.211
C 3.20570 -2.32713 3.88565 -0.292
C 2.12261 -2.94632 3.02803 -0.084
O 6.43412 -3.72306 4.68320 -0.193
C 7.15727 -2.65638 5.34386 -0.254
C 6.23420 -1.59824 5.90851 -0.078
H 6.59654 -4.87931 1.12758 0.108
H 6.13199 -6.49021 1.67526 0.117
H 8.28282 -4.72749 2.95290 0.067
H 8.54008 -6.22205 2.04651 0.080
H 7.72949 -6.25410 3.62450 0.085
H 3.64570 -1.45537 3.40162 0.102
H 2.77377 -1.98032 4.82587 0.118
H 2.52270 -3.49645 2.17419 0.067
H 1.44454 -2.17340 2.65209 0.062
H 1.54199 -3.66420 3.61015 0.076
H 7.87482 -2.21490 4.64858 0.117
H 7.72326 -3.12490 6.14705 0.122
H 5.74884 -1.02971 5.11009 0.074
H 6.79352 -0.89515 6.52567 0.085
H 5.44558 -2.04971 6.50884 0.086
O 1.56117 0.61295 6.55864 -0.225
P 0.86415 1.87732 6.99332 0.648
O 1.82964 2.87212 6.08537 -0.234
C 1.60349 2.97413 4.68459 -0.299
C 0.34641 3.76263 4.35261 -0.085
O 1.62509 2.04601 8.44143 -0.222
C 2.11115 0.90967 9.15456 -0.293
C 3.57505 0.71337 8.81744 -0.075
O 0.04001 3.28345 7.36102 -0.208
C -1.29297 3.18370 7.91948 -0.271
C -1.30640 2.55161 9.29885 -0.081
H 1.55922 1.97191 4.24264 0.101
H 2.47317 3.48142 4.26731 0.118
H -0.55248 3.22620 4.66962 0.063
H 0.27580 3.93614 3.27739 0.072
H 0.34814 4.72259 4.86669 0.082
H 1.52720 0.01619 8.93262 0.103
H 1.99017 1.10669 10.22145 0.117
H 3.74020 0.72971 7.74066 0.066
H 3.93865 -0.23652 9.21420 0.077
H 4.17719 1.51802 9.24159 0.079
H -1.93194 2.62348 7.23221 0.110
H -1.67953 4.20040 7.97367 0.120
H -1.04142 1.49139 9.25315 0.071
H -2.29970 2.62799 9.74165 0.082
H -0.58564 3.03807 9.95368 0.087
```

net charge	+1
spin multiplicity	1
E	-5532.2985	Ha
frontier orbital gap	0.287	Ha
M	1225.0	g mol⁻¹

[2]
Here is a molecular structure, C12H13CrNO6Se2 from the OMol25 dataset. Energies are from ωB97M-V/def2-TZVPD.

Structure (XYZ):
```
35
Properties=species:S:1:pos:R:3:nbo_charge:R:1
Cr -1.07546 0.86884 -0.02488 1.048
O -2.17833 2.38780 -3.63877 -0.634
C -2.00805 1.79738 -2.58820 0.758
O -1.21307 2.09991 -1.61816 -0.726
C -2.82397 0.52328 -2.31744 0.119
C -3.71641 -0.12663 -3.15302 -0.212
C -4.33482 -1.27615 -2.66523 -0.163
C -4.07655 -1.74862 -1.38010 -0.213
C -3.17167 -1.04115 -0.60719 0.131
N -2.59910 0.03933 -1.10847 -0.478
C -2.70544 -1.33440 0.82434 0.759
O -3.21800 -2.25873 1.42870 -0.636
O -1.79937 -0.51443 1.23798 -0.726
H -3.90380 0.26452 -4.14222 0.239
H -5.03095 -1.81333 -3.29753 0.212
H -4.54640 -2.63338 -0.97596 0.239
O 2.98096 -1.16680 3.14891 -0.726
C 3.57757 -0.30880 2.18183 -0.043
C 2.50181 0.30455 1.26297 -0.143
C 3.34143 1.11867 0.25450 -0.046
O 2.68063 1.97122 -0.63583 -0.733
C 1.78906 -0.88370 0.59930 -0.552
Se 0.64973 -0.58512 -0.96521 -0.188
C 1.57630 1.11823 2.17871 -0.544
Se 0.20473 2.28887 1.40871 -0.193
H 3.68223 -1.53693 3.69000 0.464
H 4.29071 -0.87639 1.57017 0.156
H 4.11985 0.50319 2.68142 0.157
H 3.96193 0.38408 -0.28793 0.143
H 4.02859 1.76461 0.81286 0.166
H 1.98299 1.46537 -1.08270 0.488
H 1.21017 -1.43132 1.34109 0.234
H 2.55507 -1.56571 0.21854 0.209
H 2.18931 1.77956 2.79633 0.206
H 1.07831 0.42217 2.85248 0.228
```

<S²>	3.873
net charge	-1
energy above the lowest of the compared OMol25 structures with the same formula, charge and spin	0.0	kcal per mole
spin multiplicity	4
E	-6818.8032	Ha
frontier orbital gap (spin up / spin down)	0.236 / 0.258	Ha
M	477.2	g mol⁻¹

[3]
Here is 5 unconnected molecules or ions with the total composition C15H30BClO6Si from the OMol25 dataset. Energies are from ωB97M-V/def2-TZVPD.

Structure (XYZ):
```
54
Properties=species:S:1:pos:R:3:nbo_charge:R:1
C -1.24475 -3.80997 0.01678 -0.262
C -1.86299 -2.93691 -0.52958 -0.014
C -2.64411 -1.92405 -1.19754 -0.925
Si -4.29103 -1.90401 -0.25247 0.988
Cl -5.37053 -0.15209 -0.54221 -0.368
B -5.31443 -3.53432 -0.87318 0.801
O -5.98296 -4.38520 -0.02288 -0.920
O -5.28066 -3.82229 -2.22818 -0.937
H -0.94104 -4.66541 0.56713 0.235
H -2.79721 -2.23800 -2.22597 0.262
H -2.14138 -0.95988 -1.18585 0.288
H -3.94494 -2.07970 1.17287 -0.162
H -6.76262 -3.94065 0.33238 0.507
H -4.49348 -4.32897 -2.46110 0.508
C 1.05051 -0.55769 0.16835 -0.727
C 0.38233 0.61991 -0.48808 0.609
C 1.13848 1.31790 -1.58589 -0.730
O -0.72196 0.98426 -0.14133 -0.583
H 0.39073 -0.95990 0.93504 0.229
H 1.25070 -1.33168 -0.57269 0.241
H 1.99066 -0.25104 0.62812 0.240
H 1.34957 0.61942 -2.39663 0.235
H 2.08170 1.71049 -1.20660 0.257
H 0.53993 2.14147 -1.97065 0.226
C 2.97360 -4.40521 -0.66117 -0.722
C 3.66020 -3.26032 0.04440 0.598
C 4.15303 -3.52077 1.44762 -0.722
O 3.80408 -2.18599 -0.48750 -0.543
H 2.66805 -4.08814 -1.65528 0.236
H 3.65475 -5.25291 -0.74953 0.230
H 2.09130 -4.71524 -0.09879 0.229
H 4.88174 -4.33264 1.44381 0.230
H 3.31708 -3.79805 2.09182 0.229
H 4.62283 -2.62208 1.83963 0.236
C 4.63262 5.35894 -2.69446 -0.721
C 3.74074 4.39418 -1.95129 0.600
C 2.72539 4.99463 -1.00780 -0.722
O 3.83599 3.19963 -2.10547 -0.546
H 5.31282 4.80371 -3.33542 0.236
H 4.02907 6.02923 -3.30817 0.230
H 5.21228 5.95292 -1.98643 0.230
H 2.04783 5.65079 -1.55590 0.232
H 3.23096 5.57467 -0.23455 0.231
H 2.14846 4.20221 -0.53733 0.233
C -2.69785 1.85671 4.29191 -0.720
C -3.00288 3.02263 3.38007 0.597
C -3.07922 2.72301 1.90504 -0.728
O -3.17405 4.13614 3.81744 -0.549
H -2.66904 2.19993 5.32345 0.231
H -3.46885 1.09150 4.19007 0.227
H -1.73188 1.42210 4.03057 0.229
H -3.86915 1.99509 1.71131 0.231
H -2.12857 2.32230 1.54881 0.251
H -3.30183 3.63929 1.36329 0.230
```

SMILES string	C#CC[Si@@H](Cl)B(O)O.CC(C)=O.CC(C)=O.CC(C)=O.CC(C)=O
energy above the lowest of the compared OMol25 structures with the same formula, charge and spin	3.1	kcal per mole
spin multiplicity	1
E	-1815.5690	Ha
frontier orbital gap	0.354	Ha
M	380.7	g mol⁻¹